{"formula": "C28H81BN7O7Pb", "method": "ωB97M-V with the def2-TZVPD basis set", "symbols": ["H", "H", "O", "C", "H", "C", "H", "H", "O", "H", "H", "H", "H", "C", "C", "H", "H", "H", "O", "H", "H", "H", "H", "N", "C", "H", "C", "N", "C", "H", "N", "H", "H", "H", "H", "H", "H", "H", "N", "H", "C", "H", "H", "H", "C", "B", "H", "H", "H", "O", "H", "H", "H", "H", "H", "H", "H", "N", "H", "C", "C", "H", "H", "H", "C", "H", "C", "H", "H", "H", "C", "H", "O", "H", "H", "O", "C", "H", "H", "H", "C", "H", "H", "H", "H", "C", "C", "H", "H", "H", "N", "H", "N", "O", "H", "H", "H", "Pb", "C", "C", "H", "H", "H", "C", "C", "C", "H", "H", "H", "C", "H", "C", "H", "H", "C", "H", "H", "H", "H", "H", "H", "C", "C", "H", "H"], "coordinates": [[2.70954, -8.49230, -0.77965], [4.26119, 2.78663, -0.29582], [5.82532, 4.90796, -3.10810], [2.23002, -6.49432, -1.65390], [-0.42394, 7.12996, 1.98249], [-4.03845, -5.44520, 3.07724], [-0.12729, 1.09665, 4.57291], [-8.93814, 1.67613, 2.57591], [-2.45515, 9.69265, -0.36612], [-1.35230, 11.22992, -1.39634], [-3.05998, 11.18531, -1.46753], [-0.49515, 9.05927, -0.51699], [5.33294, 4.28532, -5.02488], [-7.66841, 0.12904, -0.09120], [5.42428, 5.17382, -4.40012], [-4.57714, -4.51008, 3.23039], [2.41417, 1.72342, 5.32457], [0.17523, 0.88428, -6.10061], [-7.69956, 0.96342, 1.03944], [4.48814, 4.23967, 0.05069], [-4.23617, -7.37949, 2.02090], [-0.86430, 0.08268, 5.73605], [3.07268, -0.85581, 6.82269], [-0.59807, 6.80587, 1.04189], [5.83486, 3.69930, -1.11111], [5.38936, -0.49765, -6.78664], [-2.49983, -4.79683, 6.28884], [3.87406, -0.59171, 4.88387], [-2.94255, 7.60836, 1.50698], [4.23400, 0.84111, 7.81911], [-3.00822, -5.07205, 2.21406], [-5.52271, 0.29677, -0.24455], [-3.16682, -6.88179, 4.47409], [-0.99359, 9.60215, 1.12163], [1.32757, -8.46127, 2.31341], [-2.02105, 7.08155, -0.40793], [0.40897, -0.81796, -0.77258], [5.35790, -0.19566, 6.91678], [5.01098, 3.37563, 0.03732], [-0.73143, 5.80490, 1.02244], [3.45991, -0.05069, 6.19823], [6.06860, 5.83939, -4.97456], [1.02246, -8.12265, -1.31591], [-0.20054, 1.57984, 6.33080], [-2.22808, 11.01423, -0.78432], [0.37019, -0.13518, 0.06201], [-2.15232, -5.75866, 6.66596], [1.29760, -0.14147, 0.61347], [-5.23042, -6.02899, 1.40001], [1.20593, 0.07017, 5.77060], [-0.39139, -0.54183, 0.70921], [-2.75866, 8.28636, 2.34040], [-7.09711, 1.99217, -2.13580], [0.10302, 0.84550, -0.30012], [2.47243, -7.77279, -3.38115], [4.73549, -1.56814, -5.68279], [-9.29755, 0.05423, 2.22689], [0.15573, -0.12516, -6.07302], [7.26590, 2.19227, -0.55982], [6.64449, 2.47771, -1.40862], [-1.29578, 9.06491, 0.22266], [1.33491, -0.67479, -9.18342], [4.15689, 4.77570, -1.98971], [-0.19312, -0.30599, -8.56542], [4.60397, 0.58630, 6.82600], [5.25197, -2.30406, -7.25105], [0.86358, -0.12452, -8.36907], [3.39693, -6.30439, -3.59101], [2.12282, 1.57602, 6.96147], [-1.70326, -4.16205, 6.67696], [-6.31027, 1.78191, -1.41138], [3.94980, -7.45080, -2.38779], [-2.56844, -4.96351, 4.94502], [0.21056, -8.91757, 0.91992], [-3.31930, 6.63972, 1.83548], [3.46714, -1.32273, -7.18418], [-6.41262, 0.40112, -0.86527], [-3.82930, 7.99041, 1.00120], [1.00641, 0.95009, -8.48263], [6.55484, 4.49462, -0.91819], [1.91241, -7.74947, -0.80911], [7.31999, 2.61576, -2.25286], [4.97148, 1.45198, 6.27498], [-5.49477, -0.35980, -2.61109], [-9.67187, 1.30006, 1.00149], [-8.94888, 0.96860, 1.74682], [3.05760, -7.02457, -2.84650], [-6.48895, 2.47014, -0.58524], [0.34441, -0.29808, -5.09598], [-7.82733, -0.89108, 0.25836], [-6.27413, -0.55896, -2.00034], [4.77789, -1.02877, 4.99423], [3.01436, -5.53822, -0.86877], [1.57664, -7.47839, 0.53949], [4.52438, 3.25137, -2.81468], [-5.38618, 1.98963, -1.95083], [1.29174, -6.00063, -1.90690], [1.16121, -3.54814, 2.71807], [-4.78555, -6.47692, 2.28858], [-0.03436, 0.77818, 5.61120], [3.22318, -4.77318, -1.49422], [-2.23393, 11.59847, 0.13586], [3.92537, -5.95507, -0.74074], [4.96073, 4.11077, -2.30562], [2.62879, -0.38061, -6.57599], [4.82469, -1.42961, -6.76026], [-3.39841, -4.54974, 6.85418], [-5.62577, -6.90417, 2.83592], [2.99465, 0.60219, -6.87322], [-3.56314, -5.86682, 4.44475], [1.02262, -1.74291, -6.91510], [-1.72299, 7.61328, 0.49569], [-3.30932, -4.24717, 1.71504], [-3.07882, -5.70440, 1.42968], [2.25715, 0.95169, 6.07815], [-4.46695, -5.81460, 5.05179], [-8.56254, 0.32169, -0.68409], [-6.96229, -0.36577, -2.71393], [3.95975, 0.19109, 4.25143], [4.43243, 5.62501, -4.42777], [1.84607, -9.52159, 0.98933], [1.14502, -0.66200, -6.98408], [1.21943, -8.66827, 1.24872], [2.69110, -0.59894, -5.50990], [6.06875, 1.59199, -1.67719]], "atomic_forces_ev_per_a": [[0.203, -0.002, -0.488], [-0.019, -0.885, -0.077], [0.880, -0.317, 0.133], [0.888, -0.503, 0.611], [0.169, -0.365, 0.186], [-0.638, 0.182, 0.687], [0.144, 0.606, 0.034], [0.487, 0.313, -0.330], [1.249, -0.993, 0.017], [0.553, -0.486, 0.251], [-0.214, 0.668, 0.401], [0.285, 0.099, 0.110], [0.094, -0.506, 0.061], [-1.039, -0.141, 0.666], [-1.214, -0.075, -1.224], [-0.800, -0.315, 0.281], [0.128, -0.175, -0.750], [-0.182, 0.358, -0.340], [-0.011, 0.272, 1.472], [-0.469, 0.501, 1.290], [0.657, 0.326, -0.066], [0.142, -0.272, 0.251], [0.088, -0.146, -0.050], [0.194, 1.342, -0.412], [-0.005, -1.314, -0.908], [0.189, 0.083, -0.950], [0.688, -1.752, 2.602], [-1.252, -0.364, 0.005], [-0.229, 0.481, -1.373], [0.699, 0.469, 0.278], [2.855, 1.190, -2.636], [-0.160, -0.516, 0.366], [0.068, -0.196, -0.065], [0.113, -0.049, 0.244], [-0.331, -0.072, -0.094], [-0.080, 0.518, -0.253], [0.376, -3.024, -3.020], [0.498, 0.416, 0.228], [-0.614, 1.352, 0.151], [-0.340, 0.168, 0.068], [-1.558, 0.755, -1.258], [0.455, 0.102, 0.701], [-0.022, -0.812, -0.041], [0.371, 0.137, -0.065], [-0.884, -0.187, 0.047], [1.026, -0.640, -0.438], [-0.234, -0.453, 0.765], [4.373, 0.247, 1.888], [0.186, -0.007, -0.072], [-1.552, 1.095, 0.385], [-4.247, -1.786, 2.844], [0.144, -0.209, 0.193], [-0.296, -0.147, -0.088], [-1.214, 4.060, -0.511], [0.251, -0.263, -0.014], [0.477, -0.666, 0.435], [0.437, -0.665, -0.473], [-0.164, 0.846, 0.396], [-0.054, 0.136, 0.122], [1.163, -0.825, -0.755], [-1.235, -0.699, -1.143], [0.590, 0.175, 0.250], [-0.404, -0.073, 0.242], [-0.235, 0.161, 0.050], [0.732, 0.075, 1.468], [0.153, 0.431, -0.004], [-1.133, -0.758, -0.613], [-0.276, 0.355, 0.224], [-0.263, -0.574, 0.669], [0.009, 0.699, -0.898], [-0.997, 1.418, 0.155], [0.045, -0.342, -0.304], [-0.489, 1.076, -2.709], [-0.267, -0.244, 0.555], [0.801, -0.279, 0.176], [0.404, -0.859, -1.728], [1.378, -0.802, -1.769], [0.060, 0.453, -0.143], [0.331, -0.011, 0.180], [-0.399, 0.277, 0.322], [-0.872, 0.569, 0.029], [0.077, 0.242, -0.073], [0.078, -0.020, 0.133], [1.020, 0.177, 0.736], [-0.566, -0.039, 0.265], [0.146, 0.622, -0.828], [-0.627, 0.144, 0.191], [0.401, 0.418, -0.112], [0.215, -0.587, 0.137], [0.646, -0.475, -0.276], [-0.389, -0.600, 0.044], [0.167, 0.067, -0.145], [-0.023, 0.377, 0.027], [0.365, 0.347, 0.429], [0.125, -0.176, -0.280], [0.215, -0.120, 0.430], [0.047, -0.086, -0.272], [-0.412, 1.025, -0.874], [-2.381, -1.021, 0.951], [-0.255, -0.920, -0.567], [-0.080, 0.487, -0.049], [-0.032, 0.793, -0.360], [0.306, -0.173, 0.436], [1.129, 1.229, 0.069], [-0.110, -0.934, 0.202], [-1.702, 0.440, 1.349], [-0.442, 0.199, -0.475], [-0.304, 0.105, 0.182], [-0.354, 0.497, 0.423], [0.043, 0.139, 0.774], [0.167, -0.135, -0.440], [-0.547, -1.263, 1.985], [0.310, 0.709, 0.245], [0.919, -0.454, -0.123], [1.372, -1.551, -0.614], [0.081, -0.205, 0.498], [-0.141, 0.279, -0.570], [-1.114, -0.008, 0.327], [0.220, -0.004, -0.310], [-0.297, 0.253, 0.113], [0.323, 0.046, -0.030], [1.295, 0.267, 0.126], [-0.107, 0.524, -0.789], [0.057, 0.696, 0.556], [-0.483, 0.050, 0.133]], "total_charge": 1, "molar_mass_g_mol": 846.01, "relative_energy_ev": 13.938, "homo_lumo_gap_ev": 2.74, "multiplicity": 1, "energy_ev": -61015.264, "largest_force_ev_per_a": 5.41}

---

{"formula": "C7H4F4", "method": "ωB97M-V with the def2-TZVPD basis set", "symbols": ["F", "F", "C", "C", "H", "C", "F", "F", "H", "C", "C", "C", "C", "H", "H"], "coordinates": [[-2.37153, 0.46309, -0.89482], [0.81373, 3.18613, 0.01935], [0.49380, 0.63533, -0.03076], [1.76046, -1.20239, -0.00080], [2.71971, 0.76404, -0.05096], [-1.87944, -0.42315, 0.00083], [-2.44333, -1.60232, -0.28809], [-2.38136, -0.03667, 1.19289], [0.02606, -2.62247, 0.05361], [0.37776, -1.60716, 0.02276], [1.83673, 0.15478, -0.03765], [-0.39824, -0.48599, -0.00520], [-0.04599, 2.21154, -0.00194], [2.58090, -1.89465, 0.00741], [-1.08925, 2.45989, 0.01339]], "atomic_forces_ev_per_a": [[0.181, 0.094, -0.089], [0.938, 0.547, 0.022], [-1.230, 3.163, 0.117], [0.660, -0.212, 0.001], [0.117, 0.097, -0.017], [-0.186, 0.106, -0.009], [0.096, -0.265, 0.022], [0.043, 0.043, 0.180], [-0.072, -0.133, -0.020], [-0.571, -0.344, -0.040], [-0.293, 0.537, 0.044], [-0.083, 0.550, -0.092], [0.350, -4.175, -0.125], [0.212, -0.073, 0.008], [-0.161, 0.065, -0.001]], "total_charge": 0, "molar_mass_g_mol": 164.10, "homo_lumo_gap_ev": [8.56, 6.59], "multiplicity": 3, "energy_ev": -18189.827, "largest_force_ev_per_a": 4.19, "s2": 2.015}

---

{"formula": "C2H3N5O", "method": "ωB97M-V with the def2-TZVPD basis set", "symbols": ["N", "H", "C", "C", "N", "N", "N", "O", "N", "H", "H"], "coordinates": [[-0.32121, -1.63865, -0.44492], [2.11077, -0.52568, -0.20256], [-1.01191, 0.52497, 0.06914], [1.31723, 0.19588, 0.04569], [0.59604, 2.23507, 0.32742], [0.05583, -0.36887, 0.12006], [-0.61226, 1.87418, 0.18233], [-2.19884, 0.12629, 0.03409], [1.68615, 1.36612, 0.26295], [-0.35147, -2.32438, 0.30582], [-1.27033, -1.46492, -0.70000]], "atomic_forces_ev_per_a": [[2.103, 0.047, 0.743], [-0.453, 0.045, 0.213], [-2.018, -0.842, 1.223], [0.550, -5.203, -0.825], [-0.768, 0.718, 0.057], [-0.824, 1.024, -1.263], [0.436, 0.375, 0.227], [3.218, 1.456, -0.330], [-1.365, 2.288, 0.236], [0.089, 0.137, 0.040], [-0.969, -0.045, -0.320]], "total_charge": 0, "molar_mass_g_mol": 113.08, "relative_energy_ev": 3.560, "homo_lumo_gap_ev": 9.15, "multiplicity": 1, "energy_ev": -11617.270, "largest_force_ev_per_a": 5.30}